Arrangement a

# C6H12NS

The ion C6H12NS with charge +1 (wB97M-V/def2-TZVPD, OMol25).

```
20
Properties=species:S:1:pos:R:3:mulliken_charge:R:1
C -1.663 0.727 -0.598 -0.55
C -0.621 1.281 0.462 -0.87
C -0.907 -0.450 -1.168 -0.54
C 1.898 0.773 0.298 -0.93
C 0.556 0.472 0.239 0.74
C -0.534 -1.696 0.910 -0.79
N 0.098 -0.802 -0.209 0.08
S 3.575 0.037 -0.374 -0.21
H -2.569 0.362 -0.129 0.32
H -1.842 1.535 -1.243 0.35
H -0.277 2.289 0.396 0.46
H -1.131 1.104 1.401 0.22
H -1.602 -1.168 -1.193 0.36
H -0.441 -0.227 -2.205 0.40
H 2.138 1.796 0.452 0.35
H 4.457 0.879 0.266 0.20
H -1.206 -2.346 0.343 0.33
H 0.192 -2.228 1.445 0.37
H -0.978 -1.084 1.608 0.36
H 0.858 -1.256 -0.702 0.35
```

Computed properties:
- HOMO energy (eV) = -12.95
- frontier orbital gap (Eh) = 0.36143
- net charge = +1
- lowest unoccupied orbital energy (eV) = -3.11
- SMILES = C[N@H+]1CCC/C1=C/S



Arrangement b

# C6H12NS

The ion C6H12NS with charge +1 (wB97M-V/def2-TZVPD, OMol25).

```
20
Properties=species:S:1:pos:R:3:mulliken_charge:R:1
C -1.184 0.231 1.303 0.04
C -1.184 -0.970 1.903 -0.46
C 0.366 -2.270 0.255 0.28
C 1.422 -3.019 -0.405 -1.02
C -0.677 1.993 -1.671 -1.05
C -0.266 2.132 -0.198 -0.46
N -0.217 0.861 0.601 -0.12
S 0.098 -2.121 1.818 0.04
H -2.171 0.777 1.465 0.27
H -1.853 -1.305 2.734 0.34
H -0.218 -1.640 -0.474 0.30
H 2.231 -2.356 -0.855 0.30
H 1.089 -3.453 -1.458 0.33
H 1.837 -3.888 0.140 0.34
H -0.434 2.754 -2.371 0.36
H -0.392 1.081 -2.097 0.31
H -1.744 2.032 -1.602 0.31
H -1.123 2.659 0.320 0.26
H 0.654 2.808 0.017 0.37
H 0.660 0.534 0.902 0.25
```

Computed properties:
- HOMO energy (eV) = -12.76
- frontier orbital gap (Eh) = 0.27186
- net charge = +1
- lowest unoccupied orbital energy (eV) = -5.37



Energetically preferred structure: arrangement a | next structure: +29.8 kJ/mol